Molecular formula: C14H20AgF6OSbSe
Method: DFT, the ωB97M-V functional and the def2-TZVPD basis

Each line ends with the Löwdin charge.
Geometry (Å):
C -2.18002 -1.00254 1.77980  -0.03
C 1.23912 -0.65444 -0.44550  -0.06
H -0.31334 -0.95569 3.55177  0.07
H -2.03954 -1.89038 2.38962  0.11
H 2.23109 -0.78760 -0.87309  0.05
Se -0.23020 2.68319 1.28539  0.55
O 3.46324 2.84849 -2.45427  0.12
F 4.49090 0.15058 -1.10963  -0.39
H -4.39501 -2.31045 -0.35437  0.07
C 0.05710 -0.71240 -1.35752  -0.49
H -0.26941 0.81949 3.67476  0.06
H -2.84279 3.37602 -0.07326  0.06
F 4.35356 1.99833 0.78454  -0.42
H 0.76849 0.01448 2.53368  0.04
C -3.21470 -0.97279 0.85648  -0.29
C -4.15395 -2.13896 0.69625  -0.06
H 0.35818 1.16374 -2.40375  0.05
C -1.46072 1.21484 1.15330  -0.60
C -2.71523 2.46510 -0.65965  -0.11
H 0.58467 -2.63639 -2.23759  0.08
C -1.31026 0.07224 1.95388  -0.32
C -3.37262 0.18046 0.09910  -0.04
Ag 1.76592 1.55331 0.20955  0.51
C -0.22488 -0.02634 2.98723  -0.10
H -1.14294 -2.24725 -2.31997  0.07
H -3.58797 2.32734 -1.29999  0.07
H -4.17538 0.23104 -0.63126  0.11
Sb 5.31070 0.35058 0.60059  1.34
C 0.26166 0.10057 -2.63217  -0.09
C 2.90426 2.41026 -1.58492  -0.06
H -3.71548 -3.05399 1.09592  0.07
H -1.83473 2.63038 -1.28436  0.06
H -5.09568 -1.96546 1.22348  0.07
H -0.58656 -0.01966 -3.30987  0.07
C -2.51688 1.26932 0.22897  -0.33
H -0.42353 -2.76143 -0.78799  0.07
F 6.19780 -1.29566 0.37371  -0.37
F 6.74175 1.28651 -0.19771  -0.37
H -0.81153 -0.31821 -0.82646  0.10
C -0.24830 -2.18150 -1.69535  -0.08
H 1.11100 -1.06613 0.55024  0.05
F 6.06379 0.57796 2.31107  -0.36
H 1.16588 -0.22127 -3.15736  0.08
F 3.79257 -0.50569 1.35668  -0.38

- Maximum force: 0.23 eV Å⁻¹
- Energy above the lowest of the compared OMol25 structures with the same formula, charge and spin: 6.04 kJ/mol
- Multiplicity: 2
- Total charge: -1

***

Molecular formula: C14H20AgF6OSbSe
Method: DFT, the ωB97M-V functional and the def2-TZVPD basis

Each line ends with the Löwdin charge.
Geometry (Å):
H -1.16167 -1.48475 3.31663  0.08
H -3.82111 -1.01072 1.64542  0.07
Ag 1.30480 -1.76442 0.29554  0.56
C 1.21864 1.48299 -1.56780  -0.32
H -0.11699 2.40088 -2.95702  0.11
H -2.36371 -2.67978 2.81053  0.07
F -0.25022 -2.31052 -1.97937  -0.38
H -1.93029 -2.03888 0.41067  0.11
F 0.40661 -4.33398 -3.65896  -0.36
H -3.12460 0.15547 0.50967  0.07
C -1.46095 -2.14909 2.49989  -0.10
H 1.27359 0.69064 -3.55786  0.07
Sb 0.01354 -4.19193 -1.82258  1.34
H 1.60592 1.63175 2.58614  0.05
C -1.70948 -1.34610 1.22690  -0.51
H -1.58300 4.99156 -0.66502  0.07
C 1.28453 2.48950 0.63548  -0.33
H 2.87664 2.70144 2.06621  0.06
C -0.17818 3.41137 -1.07149  -0.29
H 0.00291 4.17850 0.91717  0.11
F -0.31627 -3.97772 0.04755  -0.39
H -0.75377 5.14991 -2.21248  0.07
F 1.83921 -3.81387 -1.43254  -0.40
Se 2.97363 0.17451 0.34912  0.58
C 1.72491 1.50093 -0.25585  -0.60
H -0.67650 -2.89090 2.35036  0.04
C 0.34296 3.42533 0.21278  -0.03
C -0.52429 -0.50631 0.85064  -0.11
F 0.31862 -6.03044 -1.53539  -0.37
C -2.92787 -0.42587 1.41146  -0.09
H 1.28865 -0.54096 -2.29623  0.04
H 1.32268 3.38662 2.58284  0.07
H -0.56761 0.00418 -0.10980  0.05
H -2.03473 3.95861 -2.02320  0.07
F -1.81511 -4.50005 -2.15713  -0.36
H -2.75438 0.27452 2.23284  0.08
H 2.74319 0.38034 -2.60051  0.06
C 1.65597 0.45063 -2.56472  -0.09
C 1.79427 2.56149 2.04735  -0.11
O 2.75317 -3.19235 3.16700  0.07
C 2.36397 -3.19592 2.11106  -0.03
C 0.27678 2.43286 -1.94535  -0.03
H -0.12222 0.11905 1.64538  0.05
C -1.19224 4.43147 -1.51530  -0.07

- Maximum force: 0.14 eV Å⁻¹
- Energy above the lowest of the compared OMol25 structures with the same formula, charge and spin: 23.52 kJ/mol
- Multiplicity: 2
- Total charge: -1

***

Molecular formula: C14H20As2CuO15P2
Method: DFT, the ωB97M-V functional and the def2-TZVPD basis

Each line ends with the Löwdin charge.
Geometry (Å):
H -1.56103 -0.76692 -4.88857  0.11
H -1.41907 -2.72316 -1.72766  0.06
O -3.94074 0.90856 -0.15514  -0.27
C -1.24882 -3.65135 -1.19278  -0.02
H -3.91420 -1.51851 1.43792  0.08
O 0.30874 -2.28565 -3.64169  0.14
H -1.36307 -3.47858 -0.12376  0.07
H 0.96797 4.08985 2.91550  0.09
C 3.91562 1.15540 4.06938  -0.04
C 1.50919 0.75694 0.67527  -0.25
O 3.42463 0.87403 2.75796  -0.04
P -3.59999 -0.63958 -0.48832  0.19
C 1.10355 -2.10374 -0.94192  -0.30
H 0.07661 -1.71992 2.78634  0.02
H 0.06630 -0.71236 -5.61071  0.10
C -0.63056 -0.20246 -4.94667  -0.02
H -0.26556 3.15432 3.82008  0.09
As 1.66993 -2.20280 0.94585  1.33
O -2.04876 2.04658 1.13352  -0.29
O 2.18511 -3.95881 -1.88985  0.10
H 3.09562 1.49335 4.70456  0.10
C 1.13853 -3.48446 -1.53403  -0.60
O -2.34094 -0.68616 -1.33680  -0.34
P -3.07848 2.26319 0.08789  0.16
H 3.11328 0.84246 -1.94554  0.04
H -0.59856 3.65281 2.13918  0.08
H 2.52483 2.48138 -1.55620  0.02
C 1.41561 2.12619 1.27584  -0.56
H -0.80899 -1.52553 1.25481  0.02
H -4.36011 3.13222 1.55744  0.07
O -3.13369 -1.22673 0.94565  -0.15
H 4.65220 1.94453 3.94870  0.09
O -4.84206 -1.29331 -0.92815  -0.30
C 2.27485 1.53335 -2.02421  -0.24
H -0.82212 0.81236 -5.28486  0.10
C 0.17285 3.34880 2.84518  -0.03
O 0.70753 2.08920 2.40468  -0.03
O -2.69642 2.80566 -1.26939  -0.33
C 1.98004 -0.30866 1.32577  -0.31
H -0.49292 -3.15295 1.91748  0.02
C -0.10170 -2.14305 1.79922  -0.27
H -1.97481 -4.39249 -1.51621  0.10
Cu -1.72482 1.14855 -1.84179  0.23
C 0.35202 -1.23007 -3.06733  -0.51
H 4.36598 0.26517 4.50663  0.09
O -4.24313 3.24618 0.60388  -0.13
O 0.03468 -4.23469 -1.48128  -0.02
As 0.70446 0.82710 -1.09128  1.35
O -0.05937 -0.07707 -3.63712  -0.13
C 0.80355 -1.02722 -1.66132  -0.29
O 1.76210 3.13964 0.72045  0.10
H 2.00938 1.69022 -3.06718  0.02
O 2.35963 -0.91968 3.59265  0.08
C 2.57508 -0.16211 2.67795  -0.56

- Maximum force: 0.58 eV Å⁻¹
- Total charge: -1

***

Molecular formula: C14H20AuF3NS4
Method: DFT, the ωB97M-V functional and the def2-TZVPD basis

Each line ends with the Löwdin charge.
Geometry (Å):
C 2.97006 -7.22003 4.55135  -0.43
C 6.55167 -11.93326 6.46372  -0.10
H 3.64854 -7.25929 2.44062  0.12
H 0.00652 -12.05416 6.53089  0.16
C 2.97333 -9.83496 2.46657  -0.47
C 1.03207 -9.29169 6.62845  -0.42
H 2.76985 -6.16483 4.66728  0.12
H 8.09848 -13.47706 6.69994  0.14
H 4.92913 -6.98010 3.69499  0.11
S 2.02140 -10.79348 7.08308  0.94
H 2.06840 -9.51241 3.04352  0.09
H 0.11397 -9.43437 7.18870  0.12
C 7.20290 -9.74271 6.77408  -0.08
C 1.84508 -8.07274 6.96674  -0.43
F 10.60285 -11.49641 8.57639  0.13
Au 4.15802 -10.26457 5.58172  0.57
S 3.00995 -12.11344 4.21210  0.99
C 10.25660 -11.74639 7.22970  -0.45
H 2.08240 -11.80852 2.01968  0.13
N 6.20278 -10.61982 6.52580  -0.07
H 1.38123 -7.12168 6.66662  0.12
H 3.94261 -11.73252 2.10642  0.10
C 1.27084 -11.96164 4.69478  -0.48
H 1.47442 -13.04701 6.52286  0.09
H 2.12006 -8.05152 8.04492  0.12
S 4.51521 -9.24799 3.21820  0.94
H 2.03203 -7.72792 4.21874  0.10
H 0.84464 -9.29149 5.55554  0.07
C 7.82333 -12.44073 6.72217  0.09
F 11.09217 -11.02550 6.41492  0.15
C 2.98195 -11.36675 2.50296  -0.41
H 2.91966 -9.47504 1.44294  0.12
C 8.78852 -11.45117 6.95798  -0.07
H 0.81931 -10.93868 4.34329  0.12
H 6.92621 -8.67044 6.89258  0.14
F 10.51868 -13.06756 6.95758  0.13
C 8.51030 -10.12856 6.97609  0.03
H 9.27735 -9.36182 7.16442  0.17
H 0.77979 -12.80927 4.17586  0.12
C 1.12267 -12.08267 6.18980  -0.49
S 3.47355 -7.89967 6.15293  1.02
C 3.98263 -7.49545 3.45980  -0.43
H 5.71234 -12.61375 6.24105  0.11

- Maximum force: 3.12 eV Å⁻¹
- Energy above the lowest of the compared OMol25 structures with the same formula, charge and spin: 0.49 kJ/mol
- Multiplicity: 3
- Total charge: +3

***

Molecular formula: C14H20AuN4O3S2Se
Method: DFT, the ωB97M-V functional and the def2-TZVPD basis

Each line ends with the Löwdin charge.
Geometry (Å):
N 1.43315 2.17537 0.23513  -0.19
C 3.81393 -4.40673 -0.26775  -0.16
H -7.88038 -1.58560 0.93186  0.09
N -0.76898 -0.43776 1.99830  -0.64
C 2.09587 2.52863 -0.65890  -1.02
H -2.64824 -0.60089 -1.89325  0.06
C -4.34157 -0.20678 0.41638  -0.36
C 4.05829 -3.15937 0.56385  -0.17
C -2.12066 -0.74109 -0.95502  -0.22
H -0.49142 -3.19991 -0.55713  0.05
C -4.50597 -1.43359 1.03630  -0.08
C 1.81291 -2.42515 -0.14584  -0.54
H -5.24328 1.48017 -0.47610  0.10
H 5.05929 -2.75764 0.38073  0.12
H 4.05687 -0.68829 1.34929  0.09
H -0.01286 -4.67507 -1.41876  0.09
H -3.64896 -1.98606 1.39539  0.07
H -7.56350 0.60053 -0.16616  0.10
H -5.93617 -2.89517 1.67769  0.10
N 3.09421 -2.14756 0.21341  -0.09
N 1.47892 -3.74645 -0.28645  -0.09
C -6.70922 0.02844 0.16698  -0.09
H -1.05103 -0.61579 -1.09428  0.02
C -5.43043 0.52500 -0.01105  -0.09
O -1.68978 -2.74329 2.05535  -0.58
H 4.14806 -0.44767 -0.41572  0.10
H 2.63026 -0.14305 0.45016  0.02
C 3.51242 -0.78093 0.40809  -0.04
Se 3.14238 3.09871 -1.90795  0.44
C 2.37818 -4.84030 -0.02639  -0.18
C -5.78585 -1.93386 1.20617  -0.09
H 3.95431 -4.16896 -1.32346  0.12
C -6.88234 -1.20238 0.77686  -0.11
O -2.93308 1.74670 -0.58482  -0.55
O 0.99253 -1.54476 -0.36899  -0.09
H 4.50545 -5.20105 0.01094  0.11
S -2.68419 0.54849 0.23089  0.84
Au 0.34360 0.89332 1.15981  0.75
H -0.26775 -4.70785 0.34773  0.09
H 2.26081 -5.20154 1.00721  0.13
S -0.47405 -1.89795 1.91447  0.69
C 0.09911 -4.10885 -0.48966  -0.06
H 2.11341 -5.66476 -0.69706  0.12
H -2.32954 -1.71506 -0.53096  0.03
H 3.98150 -3.39949 1.63569  0.13

- Maximum force: 2.06 eV Å⁻¹
- Energy above the lowest of the compared OMol25 structures with the same formula, charge and spin: 66.41 kJ/mol
- Total charge: -1

***

Calculated E (Ha), listed in the same order as above: -4008.77228; -4008.76562; -8469.19814; -2627.12770; -4323.76774